(1)
Molecular formula: C32H83F3N7O9Zn
Method: DFT, ωB97M-V/def2-TZVPD

Geometry as XYZ:
```
135
Properties=species:S:1:pos:R:3
Zn -2.927 -1.193 -0.348
C 0.302 -0.249 -0.656
O -0.067 0.562 0.547
O -0.911 -0.861 -1.020
C 1.069 0.725 -1.713
F 0.292 1.735 -2.184
F 2.224 1.236 -1.323
F 1.236 -0.002 -2.801
C 0.989 0.881 1.459
C 0.226 1.305 2.746
H -0.341 0.434 3.074
H 0.922 1.603 3.531
H -0.362 2.203 2.559
H 1.481 1.776 1.079
H 1.708 0.095 1.693
H 0.981 -1.011 -0.274
C -2.656 -5.349 -1.351
C -3.054 -4.059 -0.732
C -2.030 -3.797 0.412
O -2.416 -2.602 1.068
C -1.588 -2.290 2.192
N -2.941 -2.987 -1.778
H -2.523 -6.166 -0.642
H -1.727 -5.195 -1.900
H -3.486 -5.584 -2.017
H -4.024 -4.028 -0.236
H -1.064 -3.649 -0.070
H -2.066 -4.605 1.142
H -0.918 -3.067 2.562
H -2.232 -2.048 3.038
H -0.995 -1.446 1.841
H -2.475 -3.423 -2.561
H -3.913 -3.091 -2.031
C 3.255 -4.242 -4.573
C 2.199 -3.233 -5.027
C 1.482 -3.391 -6.426
O 0.782 -2.287 -6.902
C 0.624 -2.373 -8.300
N 1.156 -3.177 -3.976
H 4.301 -4.163 -4.867
H 2.854 -5.173 -4.973
H 3.140 -4.320 -3.492
H 2.569 -2.211 -4.952
H 0.818 -4.251 -6.339
H 2.241 -3.755 -7.119
H -0.037 -1.579 -8.648
H 0.132 -3.315 -8.542
H 1.577 -2.352 -8.827
H 0.703 -2.280 -4.080
H 1.573 -3.184 -3.056
C 1.963 4.654 3.702
C 1.283 4.952 5.092
C 1.513 3.678 6.054
O 1.184 4.085 7.417
C -0.182 3.779 7.676
N 2.045 6.026 5.733
H 3.010 4.416 3.886
H 1.979 5.569 3.111
H 1.789 3.732 3.147
H 0.243 5.268 5.023
H 2.524 3.273 6.018
H 1.033 2.760 5.714
H -0.904 4.202 6.977
H -0.549 4.113 8.647
H -0.225 2.707 7.867
H 3.034 5.827 5.774
H 1.851 6.037 6.724
C 5.028 -0.193 -1.028
C 5.460 -1.636 -1.488
C 4.272 -2.578 -1.790
O 3.574 -2.792 -0.604
C 2.657 -3.929 -0.628
N 6.395 -1.549 -2.579
H 4.293 -0.301 -0.231
H 4.639 0.388 -1.865
H 5.939 0.202 -0.577
H 6.027 -2.256 -0.793
H 4.610 -3.543 -2.169
H 3.729 -2.215 -2.663
H 2.083 -3.921 0.298
H 3.153 -4.871 -0.865
H 1.957 -3.850 -1.459
H 6.825 -2.452 -2.721
H 7.142 -0.879 -2.465
C -3.286 2.830 1.047
C -3.636 1.575 0.247
C -3.465 1.693 -1.293
O -3.565 0.308 -1.774
C -3.325 0.206 -3.210
N -2.908 0.530 0.851
H -4.063 3.590 0.962
H -2.348 3.238 0.671
H -2.999 2.609 2.075
H -4.709 1.415 0.357
H -2.482 2.074 -1.570
H -4.117 2.409 -1.793
H -2.290 0.205 -3.552
H -3.889 1.021 -3.664
H -3.794 -0.725 -3.529
H -3.324 0.464 1.768
H -2.048 0.927 1.201
C 1.305 -2.759 6.536
C 0.163 -2.036 5.852
C -1.232 -2.351 6.403
O -1.500 -3.711 6.321
C -2.618 -4.190 7.044
N 0.486 -0.601 5.960
H 1.461 -2.527 7.589
H 2.299 -2.546 6.141
H 1.180 -3.825 6.345
H 0.127 -2.257 4.785
H -2.152 -1.864 6.079
H -1.077 -2.165 7.466
H -3.500 -4.016 6.427
H -2.899 -3.607 7.921
H -2.502 -5.257 7.235
H 0.085 0.161 5.432
H 0.345 -0.292 6.911
C -3.846 5.603 -4.556
C -2.417 6.186 -4.259
C -1.268 5.144 -3.986
O -0.812 4.691 -5.323
C 0.202 3.676 -5.237
N -1.994 7.222 -5.126
H -4.532 6.432 -4.730
H -4.055 4.983 -3.685
H -3.918 5.016 -5.472
H -2.698 6.665 -3.321
H -1.604 4.314 -3.365
H -0.466 5.641 -3.441
H 0.385 3.365 -6.266
H -0.229 2.852 -4.669
H 1.161 3.904 -4.771
H -1.038 7.543 -5.070
H -2.049 6.965 -6.101
```

Summary:
HOMO-LUMO gap (spin up / spin down), eV: 3.7 / 8.8
Highest occupied orbital energy (spin up / spin down), eV: -3.415 / -8.458
Max |F|, Eh/bohr: 0.0716
Multiplicity: 2

=====

(2)
Molecular formula: C32H84N4O12
Method: DFT, ωB97M-V/def2-TZVPD

Geometry as XYZ:
```
132
Properties=species:S:1:pos:R:3
C -1.884 -0.699 -1.925
O -1.598 -2.043 -2.185
C -2.626 -2.996 -2.181
C -1.948 -4.344 -2.467
N -1.955 -4.840 -3.858
C -1.910 -3.852 -4.892
C -1.625 -4.441 -6.263
O -1.487 -3.434 -7.266
C -0.155 -3.187 -7.650
H -0.948 -0.151 -1.953
H -2.342 -0.556 -0.935
H -2.593 -0.290 -2.655
H -3.436 -2.860 -2.909
H -3.118 -2.971 -1.201
H -2.491 -5.074 -1.863
H -0.918 -4.301 -2.106
H -2.763 -5.448 -3.858
H -1.109 -3.108 -4.767
H -2.764 -3.161 -4.926
H -2.491 -5.018 -6.609
H -0.757 -5.104 -6.263
H 0.505 -2.713 -6.916
H -0.269 -2.386 -8.394
H 0.313 -4.010 -8.194
C 0.390 -11.415 -4.530
O 1.070 -10.330 -5.091
C 1.506 -9.292 -4.224
C 0.263 -8.441 -3.856
N 0.513 -7.004 -4.150
C 1.471 -6.459 -3.151
C 1.723 -5.009 -3.560
O 1.953 -4.146 -2.473
C 2.086 -2.779 -2.824
H -0.513 -11.109 -3.981
H 1.040 -11.972 -3.846
H 0.019 -11.996 -5.373
H 2.344 -8.797 -4.704
H 1.915 -9.759 -3.319
H -0.036 -8.493 -2.805
H -0.533 -8.712 -4.546
H -0.310 -6.469 -3.881
H 2.431 -6.977 -3.109
H 1.007 -6.591 -2.165
H 0.809 -4.653 -4.059
H 2.492 -5.042 -4.340
H 2.916 -2.562 -3.500
H 2.255 -2.287 -1.863
H 1.152 -2.365 -3.218
C -1.131 4.316 1.427
O -2.218 5.215 1.472
C -3.237 4.723 2.342
C -4.286 5.774 2.629
N -3.838 6.609 3.740
C -4.650 7.828 3.886
C -4.099 8.604 5.066
O -2.738 8.956 4.854
C -2.283 9.749 5.932
H -0.381 4.680 0.724
H -1.420 3.314 1.104
H -0.648 4.381 2.409
H -2.699 4.483 3.267
H -3.617 3.781 1.932
H -5.218 5.255 2.876
H -4.585 6.362 1.749
H -2.931 7.001 3.486
H -5.688 7.525 4.056
H -4.708 8.398 2.948
H -4.290 8.165 6.048
H -4.637 9.566 5.101
H -2.778 10.722 5.905
H -1.202 9.849 5.852
H -2.455 9.276 6.905
C 1.329 2.477 4.097
O 0.129 1.732 4.106
C -0.553 1.731 5.366
C -1.320 3.069 5.623
N -0.584 3.845 6.640
C -1.084 5.232 6.704
C -0.600 6.147 5.567
O 0.821 6.031 5.395
C 1.551 6.892 6.268
H 1.883 2.193 3.204
H 1.947 2.260 4.977
H 1.147 3.553 4.088
H 0.233 1.545 6.105
H -1.220 0.869 5.389
H -2.314 2.804 5.989
H -1.418 3.660 4.711
H 0.363 3.975 6.290
H -0.696 5.667 7.629
H -2.175 5.234 6.651
H -0.839 7.190 5.785
H -1.020 5.873 4.600
H 1.491 7.941 5.959
H 2.581 6.557 6.214
H 1.084 6.863 7.255
C -0.044 0.554 1.104
C 0.967 -0.322 0.408
O 1.605 0.516 -0.556
H -0.736 1.003 0.388
H 0.461 1.410 1.561
H -0.572 0.183 1.982
H 0.547 -1.264 0.043
H 1.725 -0.620 1.144
H 2.387 0.046 -0.881
C 3.072 -4.252 2.119
C 2.541 -4.365 0.694
O 3.632 -4.223 -0.211
H 3.874 -4.982 2.262
H 2.332 -4.373 2.904
H 3.604 -3.302 2.193
H 1.867 -3.520 0.518
H 2.075 -5.321 0.444
H 3.358 -3.759 -1.007
C 0.311 1.182 -5.352
C 1.071 1.137 -4.042
O 0.290 1.764 -3.021
H 0.089 2.233 -5.549
H -0.681 0.732 -5.268
H 0.796 0.707 -6.202
H 2.050 1.629 -4.104
H 1.320 0.152 -3.621
H 0.556 1.369 -2.184
C 6.163 1.245 -0.825
C 4.766 0.914 -0.395
O 4.360 -0.409 -0.716
H 6.948 0.602 -0.392
H 6.449 2.246 -0.500
H 6.470 1.085 -1.864
H 4.043 1.615 -0.824
H 4.620 1.129 0.674
H 5.092 -0.973 -0.441
```

Summary:
Energy relative to the best compared isomer or geometry (same formula, charge and spin), kJ/mol: 170.2
HOMO-LUMO gap, eV: 9.5
Highest occupied orbital energy, eV: -8.865
Structure (SMILES): COCCNCCOC.COCCNCCOC.COCCNCCOC.COCCNCCOC.CCO.CCO.CCO.CCO
Max |F|, Eh/bohr: 0.0421

=====

(3)
Molecular formula: C32H85N3O16
Method: DFT, ωB97M-V/def2-TZVPD

Geometry as XYZ:
```
136
Properties=species:S:1:pos:R:3
C -2.528 3.808 0.964
C -3.630 3.907 -0.064
O -3.246 4.281 -1.432
O -2.032 5.159 1.189
H -1.779 3.354 0.315
H -2.925 3.299 1.843
H -4.401 4.561 0.344
H -4.008 2.887 -0.139
H -3.373 5.224 -1.557
H -1.316 5.140 1.829
C -1.475 0.472 -0.372
C -0.116 -0.122 -0.658
O 0.966 0.660 -0.168
O -1.701 0.917 1.025
H -2.196 -0.284 -0.682
H -1.546 1.331 -1.039
H 0.013 -0.068 -1.739
H -0.089 -1.193 -0.458
H 1.766 0.191 -0.417
H -0.830 1.136 1.364
C -4.171 -0.614 1.236
C -5.323 -1.283 0.554
O -6.618 -1.193 1.309
O -3.106 -1.479 1.535
H -4.526 -0.183 2.172
H -3.942 0.196 0.544
H -5.140 -2.349 0.426
H -5.446 -0.844 -0.436
H -7.289 -1.459 0.676
H -2.334 -0.910 1.582
C 2.338 -4.162 -0.838
C 1.155 -4.972 -1.255
O 0.848 -6.023 -0.427
O 2.040 -3.006 -0.058
H 2.821 -3.669 -1.682
H 2.994 -4.888 -0.359
H 1.605 -5.516 -2.086
H 0.430 -4.397 -1.831
H 0.058 -5.832 0.083
H 1.773 -3.415 0.769
C 0.307 3.221 2.553
O 0.214 4.621 2.849
C 1.393 5.301 3.153
C 0.891 6.362 4.199
N 1.928 6.953 5.081
C 2.856 7.908 4.423
C 3.984 8.197 5.367
O 4.709 9.261 4.768
C 6.034 9.414 5.148
H -0.689 2.824 2.748
H 0.762 2.836 3.466
H 0.834 2.851 1.673
H 1.846 5.848 2.326
H 2.234 4.689 3.480
H 0.112 6.021 4.880
H 0.358 7.214 3.776
H 2.443 6.249 5.591
H 2.295 8.823 4.230
H 3.230 7.529 3.472
H 4.546 7.266 5.439
H 3.720 8.400 6.405
H 6.210 9.713 6.182
H 6.383 10.159 4.433
H 6.674 8.548 4.982
C 0.482 -2.111 -4.879
O 0.757 -1.277 -5.976
C 0.246 0.073 -5.931
C 0.038 0.535 -7.358
N -1.019 -0.260 -8.050
C -0.992 -0.348 -9.520
C -1.371 -1.857 -9.856
O -0.463 -2.686 -9.230
C -0.691 -4.001 -9.081
H 0.910 -1.684 -3.972
H 0.783 -3.140 -5.074
H -0.591 -2.073 -4.689
H 0.927 0.706 -5.363
H -0.762 0.000 -5.521
H 1.006 0.582 -7.856
H -0.316 1.561 -7.262
H -0.850 -1.226 -7.809
H 0.026 -0.189 -9.878
H -1.564 0.419 -10.043
H -1.534 -2.035 -10.919
H -2.349 -1.974 -9.390
H 0.172 -4.500 -8.642
H -0.902 -4.461 -10.046
H -1.635 -4.156 -8.558
C 2.069 -4.515 2.686
O 0.872 -4.020 2.117
C -0.337 -4.646 2.599
C -1.514 -4.262 1.632
N -1.631 -5.410 0.631
C -2.614 -5.347 -0.439
C -3.913 -5.849 -0.063
O -4.938 -4.976 -0.617
C -6.186 -5.471 -0.680
H 2.324 -5.517 2.341
H 1.892 -4.555 3.761
H 2.902 -3.815 2.623
H -0.478 -4.420 3.656
H -0.233 -5.719 2.441
H -1.245 -3.344 1.110
H -2.453 -4.072 2.153
H -2.159 -6.126 1.110
H -2.253 -5.840 -1.342
H -2.810 -4.349 -0.831
H -4.112 -6.168 0.960
H -3.948 -6.812 -0.573
H -6.508 -5.702 0.335
H -6.245 -6.311 -1.373
H -6.900 -4.777 -1.123
C 4.933 1.739 1.496
C 4.669 1.072 0.111
C 3.912 1.965 -0.890
O 6.004 0.790 -0.350
H 5.869 1.576 2.029
H 4.110 1.561 2.189
H 4.952 2.804 1.263
H 4.256 0.075 0.265
H 3.890 1.473 -1.863
H 4.439 2.919 -0.856
H 2.868 1.956 -0.576
H 6.134 1.217 -1.199
C -0.033 -1.707 5.690
C 0.962 -0.839 4.951
C 0.831 -0.815 3.400
O 0.828 0.479 5.444
H -1.036 -1.296 5.578
H 0.290 -2.047 6.674
H 0.085 -2.636 5.131
H 1.949 -1.206 5.231
H 1.771 -0.441 2.994
H 0.017 -0.144 3.126
H 0.604 -1.734 2.861
H 0.809 0.498 6.404
```

Summary:
HOMO-LUMO gap (spin up / spin down), eV: 6.9 / 1.8
Highest occupied orbital energy (spin up / spin down), eV: -9.808 / -9.808
Net charge: +1
Max |F|, Eh/bohr: 0.0808
Multiplicity: 2